# C25H43MoN2OS5Si3

A molecular structure, C25H43MoN2OS5Si3 in a non-equilibrium geometry (ωB97M-V/def2-TZVPD, the Open Molecules 2025 dataset).

- Relative energy (zero: lowest compared OMol25 entry of this formula, charge and spin): 9.4 kcal/mol
- Max |F|: 3.54 eV Å⁻¹
- Net charge: +1
- E_HOMO: -10.402 eV
- E: -4090.73041 hartree

Geometry as XYZ:
```
80
Properties=species:S:1:pos:R:3:forces:R:3
Mo 1.12653 0.84460 0.36063 0.48 -1.39 -2.65
C 2.30083 5.40930 0.74593 0.34 -0.85 -0.10
Si 3.13933 3.70190 0.59093 0.71 0.39 0.54
C 4.58863 3.72450 -0.65057 -0.69 0.00 0.49
C 3.63283 2.98280 2.28613 -0.08 0.25 -0.62
N 1.87663 2.57660 0.05623 0.69 0.35 0.25
C 1.01523 2.70660 -0.98897 -0.92 0.52 -0.34
C 1.32293 3.26710 -2.24287 -0.08 0.06 -0.65
C 0.36793 3.33850 -3.22937 0.74 0.07 0.36
C -0.92467 2.85270 -3.00867 -0.41 -0.35 0.54
C -1.25987 2.28150 -1.80367 -0.15 0.07 -0.74
C -0.31427 2.19050 -0.76797 0.43 0.72 -0.40
N -0.58127 1.68230 0.48913 -0.83 -0.09 0.81
Si -1.72707 2.50810 1.57163 -0.40 0.09 0.82
C -3.48507 1.77440 1.43003 0.81 0.35 0.00
C -1.60817 4.34670 1.06853 -0.10 -0.84 0.15
C -0.97807 2.15570 3.28473 -0.37 0.20 -0.70
H 3.05233 6.14510 1.01583 0.15 0.15 0.04
H 1.53583 5.41830 1.51953 -0.03 -0.08 0.10
H 1.84353 5.72910 -0.18707 -0.03 0.02 -0.17
H 5.49433 4.04950 -0.14767 0.16 0.06 0.12
H 4.41073 4.41650 -1.46927 -0.07 0.11 -0.12
H 4.78043 2.74040 -1.07457 -0.02 -0.13 0.04
H 3.74773 3.76650 3.02733 0.00 0.24 0.10
H 4.57913 2.45130 2.23893 0.14 -0.08 -0.07
H 2.88973 2.27900 2.66433 -0.08 0.08 -0.06
H 2.31923 3.65570 -2.40427 0.03 -0.03 -0.04
H 0.62023 3.76730 -4.18617 0.03 0.10 -0.08
H -1.66267 2.93090 -3.79147 -0.11 0.02 -0.04
H -2.26567 1.93370 -1.62567 -0.09 -0.08 0.04
H -3.86597 1.73670 0.41313 0.03 0.04 -0.19
H -4.17537 2.38040 2.00573 -0.15 0.22 0.16
H -3.52987 0.77150 1.84503 0.12 -0.16 0.05
H -2.21237 4.57630 0.19433 -0.10 -0.05 -0.13
H -0.57927 4.61510 0.83583 0.13 -0.03 0.02
H -1.94357 4.99340 1.87283 -0.09 0.06 0.20
H -1.20787 1.14930 3.62363 -0.06 -0.21 -0.01
H -1.37607 2.84030 4.02463 -0.12 0.17 0.19
H 0.10493 2.26690 3.27203 0.07 0.09 -0.05
S 4.39593 -5.69060 1.19213 -0.01 0.22 -0.05
C 3.78583 -4.24120 0.79643 0.00 0.02 -0.05
S 2.28473 -4.07700 -0.11307 0.54 0.22 0.19
C 2.18863 -2.33890 -0.04297 0.49 0.01 0.31
C 3.23363 -1.69350 0.54143 -0.53 -0.38 -0.12
S 3.38393 0.03880 0.60253 0.11 0.26 0.01
S 4.51173 -2.69230 1.20403 -0.42 -0.25 -0.18
S 0.89203 -1.43340 -0.81367 -0.13 0.06 0.18
C -2.18257 -0.97080 -1.11037 0.43 -0.45 0.11
Si -1.15547 -2.53600 -0.73477 -0.35 0.60 -0.15
C -1.13137 -3.64410 -2.32287 0.15 0.02 0.32
C -0.44747 -4.99600 -2.12407 -0.03 0.24 0.20
C -0.41507 -2.89890 -3.45597 -0.01 0.04 0.35
C -2.58517 -3.89590 -2.73647 0.06 0.21 0.29
C -1.57827 -3.14490 1.05843 0.24 0.00 -0.28
C -1.86027 -1.91540 1.93433 0.15 0.00 -0.39
C -0.47947 -3.98210 1.72053 -0.09 0.18 -0.23
C -2.85877 -3.98730 0.98503 0.18 0.13 -0.32
H -3.24637 -1.16000 -0.99687 -0.19 -0.15 0.07
H -2.02477 -0.62720 -2.13077 0.07 -0.02 -0.11
H -1.91707 -0.15810 -0.43377 -0.03 -0.09 0.05
H 0.59163 -4.87500 -1.83287 0.06 -0.12 -0.07
H -0.46997 -5.55140 -3.05877 0.00 -0.11 -0.14
H -0.95457 -5.58990 -1.36897 -0.03 -0.17 0.15
H 0.64063 -2.77170 -3.23207 0.12 0.03 -0.10
H -0.84927 -1.91790 -3.63027 -0.02 0.18 -0.10
H -0.49757 -3.46940 -4.37707 -0.07 -0.14 -0.15
H -3.13287 -4.40810 -1.95147 -0.19 -0.14 0.08
H -2.60307 -4.52270 -3.62527 0.00 -0.08 -0.13
H -3.10147 -2.96890 -2.96507 -0.16 0.15 -0.09
H -2.77347 -1.42030 1.61703 -0.12 0.15 -0.01
H -1.98627 -2.22880 2.96863 0.00 -0.05 0.15
H -1.04077 -1.19300 1.89243 -0.14 -0.02 0.06
H 0.38853 -3.36730 1.95573 0.12 -0.06 0.02
H -0.16917 -4.81170 1.08913 0.06 -0.08 0.04
H -0.85497 -4.39590 2.65533 -0.07 -0.02 0.13
H -3.66517 -3.44130 0.49933 -0.20 0.01 -0.04
H -3.17897 -4.24290 1.99393 -0.05 -0.02 0.11
H -2.69057 -4.91340 0.44083 -0.04 -0.16 -0.05
O 1.34333 -0.64060 3.04573 -0.58 0.09 -1.44
C 1.15813 -0.18200 2.00583 0.60 -0.32 3.47
```
Positions in Å, forces in eV/Å.


# C25H44AlClF13InKLiMgN2NaO10PS3

A molecular structure, C25H44AlClF13InKLiMgN2NaO10PS3 in a non-equilibrium geometry (ωB97M-V/def2-TZVPD, the Open Molecules 2025 dataset).

- Max |F|: 2.14 eV Å⁻¹
- Net charge: -2
- E_HOMO: -2.041 eV
- E: -6537.65687 hartree

Geometry as XYZ:
```
105
Properties=species:S:1:pos:R:3:forces:R:3
C 6.47066 -4.11016 1.34703 0.22 0.74 -0.52
C 7.64755 -3.41450 1.26166 -0.49 -0.23 -0.19
C 7.96773 -2.38648 2.22484 1.47 -1.38 0.32
O 8.94767 -2.39589 2.97991 0.21 0.15 -0.73
O 7.13107 -1.30344 2.25884 0.79 -0.57 -0.27
C 7.63043 -0.28346 1.25550 -0.52 0.94 0.08
C 6.33448 0.38198 0.87358 -0.01 -0.16 -0.64
C 5.76455 -0.43708 -0.30141 -0.77 -0.68 0.27
C 4.22573 -0.63138 -0.26870 0.73 0.96 -0.10
C 3.44084 0.67467 -0.46243 -0.15 -0.10 0.29
C 2.12309 0.69975 0.34911 0.43 -0.14 -0.40
In 0.26070 0.81850 -0.89770 -0.03 -0.07 -0.23
C 0.94614 0.59510 -3.01717 -0.06 -0.68 0.80
N 1.25126 -0.87551 -3.19477 0.80 -0.04 -0.12
C -1.09501 -0.91103 -0.55079 0.00 0.24 -0.06
C -2.10787 -0.65324 0.56905 -0.02 -0.08 -0.33
C -3.42738 -1.39836 0.34679 0.05 0.67 0.14
S -4.48790 -1.11525 1.79113 -0.10 -0.45 0.22
C -6.13827 -1.21090 1.13967 0.49 0.04 0.03
S -6.53974 -0.52688 -0.28709 -0.16 0.09 0.06
N -6.99111 -1.85539 2.02799 -0.17 0.05 -1.10
C -8.42847 -1.70762 1.73671 -0.30 -0.27 0.64
C -8.96859 -2.70142 0.71350 -0.30 0.45 -0.10
O -8.61462 -4.03386 1.05231 0.02 -0.06 -0.41
C -7.19889 -4.12395 1.06432 -0.05 0.17 0.56
C -6.68273 -3.28153 2.22208 -0.01 -0.32 0.44
C -0.91595 2.73889 -0.61735 0.46 -0.25 0.14
F -2.28786 2.58575 -0.70906 -0.03 -0.02 0.19
F -0.57816 3.56922 -1.66525 -0.26 0.05 -0.05
C -0.60065 3.54234 0.67713 0.03 0.61 -0.97
F -0.08461 2.74653 1.64575 -0.29 -0.05 0.13
F 0.38144 4.42894 0.36069 0.10 -0.05 0.22
C -1.75015 4.40328 1.26516 0.04 -0.14 0.76
F -1.17770 5.29979 2.10786 0.00 0.01 -0.02
F -2.36348 5.10828 0.30787 0.07 -0.17 -0.17
C -2.81678 3.60488 2.11629 -0.37 0.23 0.02
F -2.63584 2.28617 2.04133 0.09 -0.01 0.01
F -4.05112 3.87649 1.70950 0.13 0.02 -0.20
F -2.73281 3.96944 3.39556 0.16 -0.17 0.06
H 5.81655 -4.19519 0.48530 0.84 -1.85 -0.33
H 6.22720 -4.63346 2.26315 -0.58 0.61 -0.13
H 8.37911 -3.61037 0.47644 -0.57 0.67 -0.69
H 8.35457 0.36565 1.74040 0.02 -0.10 0.11
H 8.08437 -0.78711 0.40471 0.17 -0.08 0.14
H 6.51842 1.40633 0.56616 -0.04 0.02 -0.02
H 5.68557 0.36084 1.75361 -0.12 0.16 -0.11
H 6.10609 0.02438 -1.22908 -0.11 -0.03 -0.07
H 6.21365 -1.45361 -0.26781 0.22 0.16 -0.14
H 3.91878 -1.34791 -1.04425 -0.25 -0.14 1.53
H 3.96467 -0.98349 0.74907 -0.57 0.35 -0.21
H 3.27159 0.82159 -1.53450 0.09 0.04 -0.02
H 4.11364 1.47792 -0.15756 -0.08 0.12 -0.08
H 2.07490 -0.25287 0.89117 -0.26 0.13 0.24
H 2.20632 1.50562 1.07680 -0.27 -0.06 0.12
H 1.86042 1.14493 -3.23091 -0.18 0.19 -0.38
H 0.16994 0.82796 -3.73922 0.17 0.34 -0.10
H 1.48710 -1.28200 -2.29921 -0.41 -0.13 0.39
H 0.42404 -1.37482 -3.49356 0.01 0.01 -0.06
H -0.55769 -1.85762 -0.43023 -0.07 -0.05 0.10
H -1.65514 -0.99040 -1.49031 0.07 -0.05 -0.06
H -1.69176 -0.87987 1.55494 0.06 0.04 0.00
H -2.37212 0.40348 0.54941 0.00 0.02 0.30
H -3.93487 -0.90803 -0.48151 -0.02 -0.29 -0.19
H -3.28704 -2.46371 0.16418 -0.07 -0.03 0.03
H -8.94996 -1.92082 2.67562 0.10 0.01 0.08
H -8.66926 -0.68015 1.47648 0.20 0.01 -0.19
H -10.05728 -2.63007 0.71681 -0.02 -0.15 0.09
H -8.64160 -2.44636 -0.29761 0.20 -0.12 0.03
H -6.92854 -5.16263 1.25504 -0.06 -0.07 -0.20
H -6.78459 -3.77633 0.11123 0.04 -0.12 -0.05
H -7.21748 -3.63129 3.10954 0.02 0.14 0.08
H -5.62302 -3.45067 2.39264 0.07 0.27 -0.09
C -9.09732 6.24068 0.59807 -0.13 0.03 0.11
S -8.26800 4.86449 -0.21359 0.09 0.12 -0.04
O -8.90571 3.61856 0.28921 -0.05 0.00 -0.05
C -6.71170 5.09683 0.64363 0.04 -0.11 0.26
H -10.12368 6.27511 0.23549 0.01 -0.03 -0.03
H -9.08325 6.07649 1.67627 0.06 -0.04 -0.01
H -8.58535 7.16928 0.34500 0.01 -0.01 -0.01
H -6.86715 5.04328 1.72923 -0.01 -0.08 0.09
H -6.29714 6.06751 0.36701 -0.03 -0.01 -0.07
H -6.03079 4.30921 0.32941 -0.06 -0.02 -0.08
Na 5.67678 -4.25194 4.12484 0.00 0.50 0.77
K 4.22075 -1.56888 -3.05353 -0.09 0.39 -2.10
C 3.21548 -5.19253 -0.85932 0.11 0.12 -0.37
O 3.70027 -4.65115 0.39798 -0.26 0.43 0.30
H 2.64820 -4.40388 -1.35306 -0.07 0.03 0.10
H 4.10558 -5.49214 -1.44431 -0.75 0.11 0.12
H 2.55748 -6.04559 -0.68647 -0.02 0.09 0.11
H 4.20196 -5.37150 0.79559 0.17 -0.04 -0.25
O -6.72160 4.77045 4.21084 -0.03 0.15 -0.21
H -5.78658 4.67805 3.99009 0.00 -0.03 0.06
F 4.73008 1.56511 -8.31625 0.04 -0.01 -0.01
Al 3.39073 0.76041 -7.68111 -0.04 0.00 -0.04
F 3.03727 -0.59582 -8.63126 0.01 -0.05 0.01
F 2.05741 1.78941 -7.63011 -0.03 0.00 0.01
F 3.75152 0.21695 -6.10772 0.11 -0.22 0.30
Mg 7.81756 -1.47440 4.30148 -0.83 0.31 1.91
Cl 6.15504 -5.88355 -1.38934 0.66 0.15 0.25
Li 4.75160 -2.43067 0.81480 0.13 -0.91 -0.15
O 8.41795 1.61567 -0.75518 0.23 -0.15 -0.18
P 8.02459 1.86119 -2.21176 0.29 0.20 0.30
O 8.50288 3.24701 -2.61215 -0.27 0.04 0.15
O 6.51811 1.74255 -2.41855 0.07 -0.05 -0.26
O 8.64284 0.76127 -3.07165 -0.22 -0.29 0.17
```
Positions in Å, forces in eV/Å.